Computed, not measured: a molecular structure, C52H64AsIrPS in a non-equilibrium geometry, with ωB97M-V/def2-TZVPD.

2S+1 = 6
Total charge = +2
Max |F| = 1.036 eV/A
LUMO energy (spin up / spin down) = -4.5 / -8.0 eV
Gap between HOMO and LUMO (spin up / spin down) = 7.7422 / 5.3078 eV

Structure (XYZ):
```
120
Properties=species:S:1:pos:R:3:forces:R:3
Ir 0.161 -1.230 0.335 0.3 0.1 -0.5
C 2.677 -2.891 1.095 0.6 0.0 0.0
C 3.503 -1.772 1.311 -0.1 0.0 0.2
C 2.784 -0.830 2.021 0.7 0.0 -0.1
C 1.457 -1.350 2.275 -0.4 -0.6 0.0
C 1.386 -2.645 1.687 -0.4 0.5 0.3
H 2.990 -3.807 0.618 -0.1 0.0 -0.1
H 4.516 -1.656 0.961 0.0 0.0 0.0
H 3.171 0.119 2.362 -0.1 0.1 0.0
H 0.836 -1.023 3.095 -0.1 0.0 -0.1
H 0.719 -3.419 2.039 0.0 0.0 -0.1
C -0.357 3.114 3.561 0.1 -0.1 0.0
C -0.084 1.606 3.453 -0.1 0.0 0.1
C -0.313 0.923 4.803 0.1 0.0 -0.1
C -0.935 1.030 2.347 0.0 0.0 0.0
C -2.262 0.694 2.517 0.1 0.0 0.1
C -3.051 0.220 1.463 0.0 -0.1 -0.2
C -4.523 -0.015 1.728 0.0 0.1 0.2
C -5.266 1.333 1.680 0.0 -0.1 -0.1
C -4.798 -0.671 3.092 0.0 0.0 -0.1
C -2.480 0.048 0.188 0.1 0.2 0.1
C -1.180 0.586 -0.082 -0.4 0.6 0.2
C -0.409 0.983 1.041 -0.1 0.1 -0.1
C -0.850 1.339 -1.380 -0.1 0.0 -0.2
C -1.009 0.649 -2.729 0.0 0.0 0.1
C -1.660 2.647 -1.334 0.1 -0.1 0.0
C -3.200 -0.616 -0.931 -0.1 -0.1 0.0
C -4.298 0.021 -1.508 0.0 0.0 0.0
C -4.938 -0.499 -2.619 0.0 0.0 0.0
C -4.481 -1.681 -3.179 0.0 0.0 0.0
C -3.418 -2.348 -2.595 0.1 0.0 0.0
C -2.770 -1.847 -1.465 0.2 0.1 0.0
P -1.477 -2.868 -0.646 0.1 -0.1 -0.2
C -0.561 -3.937 -1.928 0.0 0.3 0.1
C -1.383 -4.925 -2.765 -0.1 -0.1 0.1
C 0.519 -4.722 -1.161 0.0 0.0 0.0
C 0.142 -2.943 -2.859 -0.1 0.0 0.0
C -2.519 -3.955 0.512 0.3 0.3 0.1
C -3.854 -4.367 -0.112 0.0 0.0 0.0
C -1.763 -5.204 0.966 0.0 0.1 -0.1
C -2.810 -3.075 1.729 0.0 0.0 -0.2
H 0.328 3.567 4.279 0.0 0.0 0.0
H -1.376 3.292 3.906 0.0 0.0 0.0
H -0.219 3.611 2.599 0.0 0.0 0.0
H 0.964 1.477 3.158 0.0 0.0 0.0
H -1.303 1.153 5.197 0.0 0.0 0.0
H 0.422 1.273 5.527 0.0 0.0 0.0
H -0.225 -0.162 4.727 0.0 0.0 0.1
H -2.713 0.798 3.496 0.0 0.0 0.0
H -4.923 -0.644 0.932 0.0 -0.1 0.0
H -4.969 1.957 2.525 0.0 0.0 0.0
H -6.339 1.153 1.749 0.0 0.1 0.0
H -5.071 1.892 0.765 0.0 0.0 0.0
H -4.798 0.079 3.883 0.0 0.0 0.1
H -4.063 -1.434 3.341 -0.1 0.0 0.0
H -5.784 -1.134 3.087 0.0 0.0 0.0
H 0.508 1.533 0.866 0.1 -0.1 -0.1
H 0.198 1.630 -1.297 0.0 -0.1 0.1
H -2.041 0.394 -2.953 -0.1 0.0 0.0
H -0.399 -0.251 -2.776 -0.1 0.0 0.0
H -0.657 1.331 -3.504 0.0 0.0 0.0
H -2.733 2.456 -1.326 0.0 0.0 0.0
H -1.409 3.218 -0.438 -0.1 0.0 0.0
H -1.426 3.254 -2.209 0.0 0.0 0.0
H -4.632 0.968 -1.105 0.0 0.0 0.1
H -5.778 0.027 -3.052 0.0 0.0 0.0
H -4.960 -2.096 -4.055 0.0 0.0 0.0
H -3.095 -3.282 -3.025 -0.1 0.1 0.0
H -2.181 -5.404 -2.201 0.0 -0.1 0.0
H -0.714 -5.716 -3.110 0.0 0.0 0.0
H -1.807 -4.461 -3.654 0.0 -0.1 0.0
H 0.910 -4.149 -0.322 0.1 0.0 0.0
H 0.149 -5.671 -0.786 0.0 0.0 0.0
H 1.347 -4.939 -1.838 0.0 0.0 0.0
H -0.577 -2.353 -3.430 0.0 0.0 0.0
H 0.774 -3.486 -3.565 0.0 -0.1 0.0
H 0.785 -2.269 -2.287 0.0 0.0 -0.1
H -3.736 -4.973 -1.009 0.0 0.0 0.0
H -4.479 -3.510 -0.355 0.0 0.0 0.0
H -4.390 -4.974 0.622 0.0 0.0 0.0
H -1.652 -5.926 0.160 0.0 0.0 0.0
H -2.345 -5.682 1.756 0.0 0.0 0.0
H -0.779 -4.965 1.372 0.0 -0.1 0.0
H -3.443 -2.240 1.442 0.0 0.0 0.0
H -1.892 -2.682 2.178 0.0 0.0 0.1
H -3.339 -3.663 2.482 0.0 0.0 0.0
S 2.224 -0.285 -0.992 -0.4 -0.7 0.6
C 2.284 0.826 -2.354 -0.2 0.0 -0.1
C 2.017 0.464 -3.670 0.1 0.0 0.0
C 2.164 1.409 -4.676 0.0 0.0 0.0
C 2.586 2.703 -4.388 0.0 0.0 0.0
C 2.869 3.065 -3.078 0.1 0.2 0.0
C 2.735 2.120 -2.075 -0.2 -0.2 0.2
As 3.124 2.389 -0.210 0.7 0.4 -0.7
C 4.920 1.793 0.105 -0.2 0.0 0.4
C 5.467 2.108 1.351 -0.1 0.1 -0.1
C 6.745 1.682 1.670 0.0 -0.1 0.0
C 7.464 0.926 0.753 0.0 0.0 0.0
C 6.918 0.613 -0.486 0.0 0.0 0.0
C 5.637 1.030 -0.809 -0.1 0.0 -0.2
C 3.206 4.318 0.033 -0.2 -0.2 0.2
C 4.415 4.995 -0.100 0.1 -0.1 0.0
C 4.437 6.373 0.057 0.0 0.0 0.0
C 3.275 7.064 0.374 0.0 0.0 0.0
C 2.068 6.386 0.489 0.0 0.0 0.0
C 2.034 5.011 0.324 -0.1 -0.2 -0.1
H 1.700 -0.544 -3.900 0.0 0.0 0.0
H 1.949 1.133 -5.700 0.0 0.0 0.0
H 2.709 3.423 -5.185 0.0 0.0 0.0
H 3.210 4.066 -2.844 0.0 0.0 0.0
H 4.893 2.699 2.057 0.1 0.0 0.0
H 7.175 1.930 2.631 0.0 0.0 0.0
H 8.455 0.572 1.007 0.0 0.0 0.0
H 7.493 0.039 -1.201 0.0 0.0 0.0
H 5.208 0.785 -1.774 0.0 0.0 0.0
H 5.326 4.464 -0.342 0.0 0.0 0.0
H 5.372 6.904 -0.066 0.0 0.0 0.0
H 3.311 8.132 0.539 0.0 0.0 -0.1
H 1.158 6.925 0.711 0.0 0.0 0.0
H 1.098 4.470 0.408 0.0 0.1 0.0
```
Forces are in eV/Å.



Computed, not measured: a molecular structure, C32H58Ge3N4O2S3Si3Y, with ωB97M-V/def2-TZVPD.

2S+1 = 2
ΔE to the lowest compared entry with this formula, charge and spin = 13.5 kcal per mole
Max |F| = 0.622 eV/A
LUMO energy (spin up / spin down) = -0.3 / -0.9 eV
Gap between HOMO and LUMO (spin up / spin down) = 6.0086 / 6.9074 eV

Structure (XYZ):
```
106
Properties=species:S:1:pos:R:3:forces:R:3
Y -0.668 0.582 0.223 0.5 0.3 0.1
S 1.694 -2.550 -2.034 0.1 0.0 0.0
C 1.331 -1.078 -1.443 0.0 0.0 -0.1
S 1.845 -0.683 0.267 0.0 0.0 0.1
S 0.429 0.160 -2.227 0.0 -0.1 0.1
C -2.454 -2.671 -2.300 0.0 0.0 0.0
C -3.293 -1.399 -2.250 0.0 0.0 0.0
Ge -3.266 -0.507 -0.477 -0.5 -0.1 -0.2
C -4.486 1.064 -0.695 0.0 0.0 0.0
C -4.709 1.893 0.565 0.0 0.0 0.0
C -4.182 -1.709 0.770 -0.1 0.0 0.0
C -3.437 -2.392 1.646 0.1 0.0 0.0
Ge -1.515 -2.042 1.425 0.3 0.2 -0.3
C -0.565 -3.659 0.789 -0.1 -0.1 0.1
C -1.043 -4.944 1.472 0.0 0.0 0.0
C -0.574 -1.377 3.084 0.0 -0.1 0.1
C 0.258 -2.453 3.785 0.0 0.0 0.0
C -3.985 -3.375 2.608 0.0 0.0 0.1
C -5.012 -4.246 2.242 0.0 0.0 0.0
C -5.526 -5.160 3.149 0.0 0.0 0.0
C -5.024 -5.222 4.441 0.0 0.0 0.0
C -4.002 -4.363 4.819 0.0 0.0 0.0
C -3.484 -3.454 3.908 0.0 0.0 0.0
H -2.536 -3.177 -3.265 0.0 0.0 0.0
H -2.763 -3.381 -1.527 0.0 0.0 0.0
H -1.395 -2.448 -2.143 0.0 0.0 0.0
H -4.342 -1.617 -2.477 0.0 0.0 0.0
H -2.949 -0.686 -3.003 0.0 0.0 0.0
H -5.431 0.623 -1.031 0.0 0.0 0.0
H -4.123 1.680 -1.521 0.0 0.0 0.0
H -5.067 1.270 1.388 0.0 0.0 0.0
H -5.444 2.686 0.406 0.0 0.0 0.0
H -3.783 2.356 0.914 0.0 0.0 0.0
H -5.268 -1.841 0.770 0.0 0.0 0.0
H 0.507 -3.511 0.938 0.0 0.0 0.0
H -0.705 -3.724 -0.289 0.0 0.0 0.0
H -0.856 -4.922 2.547 0.0 0.0 0.0
H -0.537 -5.823 1.065 0.0 0.0 0.0
H -2.117 -5.090 1.340 0.0 0.0 0.0
H -1.331 -0.952 3.747 0.0 0.0 0.0
H 0.099 -0.551 2.819 0.0 0.0 -0.1
H -0.371 -3.222 4.237 0.0 0.0 0.0
H 0.878 -2.029 4.580 0.0 0.0 0.0
H 0.928 -2.956 3.086 0.0 0.0 0.0
H -5.391 -4.216 1.227 0.0 0.0 0.0
H -6.316 -5.834 2.842 0.0 0.0 0.0
H -5.424 -5.939 5.146 0.0 0.0 0.0
H -3.603 -4.401 5.825 0.0 0.0 0.0
H -2.691 -2.783 4.213 0.0 0.0 0.0
N -1.343 2.700 -0.816 -0.2 -0.3 0.0
C -1.604 3.799 -0.602 0.2 0.3 0.0
C -1.784 5.124 -0.146 0.0 -0.1 -0.1
C -1.707 5.207 1.213 -0.2 0.1 0.2
N -1.703 5.147 2.381 -0.1 0.2 -0.3
C -1.822 6.254 -1.006 0.0 0.0 0.0
N -1.852 7.172 -1.698 0.0 0.0 0.0
N 0.015 3.913 3.865 0.0 0.1 0.0
C -0.741 2.653 3.943 -0.1 0.0 0.0
C -0.795 1.999 2.576 -0.1 0.0 -0.2
O 0.236 2.084 1.838 0.0 0.1 0.0
O -1.813 1.373 2.212 0.0 0.0 0.1
H 0.258 4.250 4.790 0.0 0.0 0.0
H -0.891 4.839 3.096 0.3 -0.3 0.3
H 0.883 3.746 3.358 0.0 0.0 0.0
H -1.757 2.839 4.285 0.0 0.0 0.0
H -0.277 1.927 4.619 0.0 0.0 0.0
C 3.946 -0.760 3.014 0.0 0.0 0.1
Si 4.160 0.981 2.347 0.0 -0.1 0.0
C 3.143 2.138 3.424 0.0 0.0 0.1
C 5.959 1.501 2.459 0.0 0.0 0.1
Ge 3.436 1.001 0.053 0.0 0.1 -0.1
Si 2.944 3.219 -0.771 -0.1 -0.1 0.0
C 2.090 3.319 -2.429 0.1 0.0 0.0
C 4.694 3.888 -0.955 0.0 0.1 0.0
C 2.034 4.337 0.434 0.0 0.0 0.0
Si 5.060 -0.092 -1.357 0.0 0.0 0.0
C 4.504 -0.020 -3.143 0.0 0.0 0.0
C 5.263 -1.841 -0.720 0.0 0.0 -0.1
C 6.729 0.763 -1.238 0.0 0.0 0.0
H 4.459 -0.856 3.976 0.0 0.0 0.0
H 4.343 -1.519 2.338 0.0 0.0 0.0
H 2.890 -0.988 3.175 0.0 0.0 0.0
H 3.380 1.955 4.476 0.0 0.0 0.0
H 2.077 1.966 3.264 0.1 0.0 0.0
H 3.368 3.186 3.209 0.0 0.0 0.0
H 6.248 1.564 3.512 0.0 0.0 0.0
H 6.134 2.482 2.011 0.0 0.0 0.0
H 6.624 0.784 1.976 0.0 0.0 0.0
H 2.653 2.803 -3.209 0.0 0.0 0.0
H 2.010 4.374 -2.710 0.0 0.0 0.0
H 1.089 2.891 -2.405 0.0 0.0 0.0
H 5.169 3.497 -1.857 0.0 0.0 0.0
H 5.338 3.650 -0.105 0.0 0.0 0.0
H 4.656 4.977 -1.048 0.0 0.0 0.0
H 1.017 3.993 0.616 0.0 0.0 0.0
H 1.998 5.344 0.006 0.0 0.0 0.0
H 2.553 4.400 1.394 0.0 0.0 0.0
H 3.479 -0.361 -3.286 0.0 0.0 0.0
H 5.157 -0.646 -3.758 0.0 0.0 0.0
H 4.578 1.004 -3.520 0.0 0.0 0.0
H 4.328 -2.404 -0.747 0.0 0.0 0.0
H 5.639 -1.832 0.306 0.0 0.0 0.0
H 5.999 -2.370 -1.333 0.0 0.0 0.0
H 6.708 1.790 -1.604 0.0 0.0 0.0
H 7.440 0.207 -1.857 0.0 0.0 0.0
H 7.120 0.773 -0.220 0.0 0.0 0.0
```
Forces are in eV/Å.